Record 1
Formula: C8H12N2
Source: the OMol25 dataset
Level of theory: ωB97M-V/def2-TZVPD

Geometry as XYZ:
```
22
Properties=species:S:1:pos:R:3:forces:R:3
C -2.102 -1.283 0.066 -0.5958 1.0931 -0.3933
N -2.296 0.937 0.482 -1.8840 -0.1712 -0.7502
H -4.344 1.104 0.370 -0.2214 -0.1878 -0.2540
C 2.466 -0.925 0.124 1.7128 0.8592 -0.1021
N -1.472 -0.085 0.304 1.2058 -0.8656 0.4411
H -0.434 2.555 0.427 0.6143 -1.5559 0.5227
C -3.506 0.443 0.221 0.7330 -0.8364 0.6075
H 3.860 0.422 -0.992 -0.7816 0.0943 0.1534
H 1.025 -1.033 -1.023 -1.1283 -0.2503 -2.0777
C 3.453 0.197 0.016 -3.8289 1.4167 -0.7659
H 2.856 -1.855 -0.302 -0.5783 -0.1096 0.3807
H 0.763 -1.747 0.461 -1.2911 -0.8168 0.3932
C 0.968 -0.808 0.004 -0.5860 0.3171 0.9779
C -3.443 -0.976 -0.044 -2.3499 0.3682 -0.3574
H -0.122 1.907 -1.029 -0.4452 -0.2447 -1.6717
H 1.151 1.823 0.005 1.5760 0.6022 0.3721
H -1.523 -2.161 -0.071 0.1352 -0.5220 -0.1290
C 0.117 1.675 -0.023 -0.5969 1.4107 0.4595
C -0.127 0.261 0.293 1.8517 -0.7823 0.1365
H -4.410 -1.568 -0.340 2.5135 0.8551 0.7929
H 4.291 0.102 0.574 2.5601 -0.7084 2.1185
H 2.831 1.016 0.478 1.3849 0.0343 -0.8547
```
Forces are in eV/Å.

Properties
- orbital gap (alpha / beta) (eV) = 7.879 / 7.446
- highest occupied orbital energy (alpha / beta) (eV) = -7.663 / -6.859
- relative energy (zero: lowest compared OMol25 entry of this formula, charge and spin) (kcal per mole) = 138.0

natural (NBO) population analysis, charges in e, atoms 1 to 4: -0.074, -0.268, 0.210, -0.077


Record 2
Formula: C2H3BrO2
Source: the OMol25 dataset
Level of theory: ωB97M-V/def2-TZVPD

Geometry as XYZ:
```
8
Properties=species:S:1:pos:R:3:forces:R:3
H -0.027 1.110 -1.359 -1.3763 0.4994 1.2518
H 0.140 -0.236 1.302 0.0381 0.6628 3.0154
O -1.861 0.521 -0.338 -6.2886 -13.9923 -9.1456
H 0.111 -1.351 0.078 1.0730 3.7345 -0.3009
C -0.528 0.826 -0.365 1.0572 -0.7243 -1.9962
Br 2.215 0.321 -0.036 0.4264 -0.0084 0.1618
C 0.416 -0.086 0.329 -1.4412 -4.6431 -2.0123
O -1.358 1.603 0.374 6.5115 14.4715 9.0260
```
Forces are in eV/Å.

Properties
- orbital gap (alpha / beta) (eV) = 6.531 / 9.039
- highest occupied orbital energy (alpha / beta) (eV) = -5.796 / -10.663
- <S²> = 2.012
- multiplicity = 3
- relative energy (zero: lowest compared OMol25 entry of this formula, charge and spin) (kcal per mole) = 102.5

natural (NBO) population analysis, charges in e, atoms 1 to 4: 0.160, 0.234, -0.211, 0.243


Record 3
Formula: C26H60FN6O7Pd
Source: the OMol25 dataset
Level of theory: ωB97M-V/def2-TZVPD

Geometry as XYZ:
```
101
Properties=species:S:1:pos:R:3:forces:R:3
H 3.881 -1.446 -4.328 -0.0297 0.1678 -0.0559
H 3.447 1.045 3.212 0.3450 0.0969 0.2540
C -1.481 0.259 -3.226 -0.1886 0.6936 -0.3816
H -1.430 -4.786 -1.940 0.4095 0.3392 -0.4200
C 2.370 0.964 3.360 -0.2843 1.1216 0.5017
H 4.941 4.344 -0.288 -0.0229 0.5595 -0.1791
H -4.064 -3.570 0.244 0.9114 0.5565 0.6640
C 2.978 5.356 -0.286 0.7155 0.1037 -0.2621
O -1.984 -3.696 -0.303 -0.9744 -1.4788 0.8293
N 2.292 -1.516 3.074 0.2312 -0.0740 -1.4096
H 1.943 1.026 2.359 -0.3629 0.4217 -0.1976
H 2.060 -1.400 -1.229 -0.4285 -0.0825 0.5037
C 1.981 2.739 0.059 1.5922 0.3088 -1.0098
N 0.634 6.208 -0.423 -0.1071 -0.1600 2.7856
H 2.209 -1.178 2.126 0.0575 -0.5114 -0.7346
H 2.663 3.529 -3.069 -0.5278 -0.3375 0.4931
O -5.329 0.317 1.989 2.5763 -1.1080 0.2197
H 1.964 -0.184 6.019 0.5995 0.1713 0.3987
H 0.080 3.616 -0.011 -0.1210 0.3982 -0.0112
H 2.375 -1.809 5.564 0.1356 -0.0360 -0.3168
H 0.427 -3.305 -1.390 0.6778 -0.0406 -0.2049
C 1.883 3.324 3.743 0.5364 -0.4023 0.1183
H 2.369 -5.089 -1.360 -0.0739 0.4422 0.0612
H 4.092 3.642 -3.894 0.6684 -0.9369 -0.2877
H 2.875 3.578 3.372 0.1885 0.1853 -0.1206
H -4.214 -0.174 -2.649 0.0830 -0.0682 -0.4367
H 5.164 -0.299 -3.767 -0.5545 0.4504 -0.1868
H -6.572 1.327 0.826 -0.3564 0.9387 -0.0395
H -5.739 -0.014 -0.761 -1.0070 0.2141 0.2243
C 1.980 -0.384 3.890 0.0525 -1.3878 3.2692
H 3.635 -0.529 5.385 -0.0565 0.0299 0.1393
C -3.349 -4.094 -0.390 -1.5649 0.5778 -0.8819
H 1.662 3.962 4.599 -0.2090 0.1365 -0.2846
C 3.443 -0.569 -2.372 2.2452 0.0324 0.6249
C 1.625 5.103 -0.201 0.0255 0.1434 -0.9153
H 1.238 -6.287 -0.857 -0.3812 0.0231 0.2653
H 1.641 -3.431 0.484 0.2545 0.1843 0.5363
H 4.010 -0.441 -1.449 0.7421 0.9689 -0.1371
H -3.660 -5.128 -0.242 1.1266 -0.4301 0.0233
H -3.721 -3.783 -1.366 0.1275 -0.3094 -0.4154
C -6.393 1.181 1.891 -0.7411 -0.0368 0.1642
F 0.781 -0.894 0.452 -0.2502 -0.2600 0.1996
O -4.123 -1.048 -0.801 1.0783 -1.3900 -1.4978
N -1.306 -1.476 -1.518 0.5179 0.9229 0.4881
H 1.177 3.437 2.920 -0.2408 0.1496 0.0348
H -1.440 -2.203 -2.206 0.1143 -0.3776 -0.0353
H 0.858 -4.808 0.949 0.1403 0.1567 1.1377
C 2.572 -0.764 5.325 -1.3944 1.2377 -1.0082
O 1.017 7.349 -0.492 0.7478 0.1314 -0.9476
H 2.110 1.178 -1.960 -0.2306 -0.4707 0.2944
H -0.557 0.819 -3.081 0.0470 0.1217 1.1233
H 2.763 2.516 -4.507 0.1864 0.5382 -0.4711
C -2.152 -0.339 -1.957 0.7877 -0.6694 -1.0257
C 3.356 2.986 -0.107 0.0837 0.2209 0.4355
C 3.329 2.900 -3.658 -0.9138 -0.7137 0.5653
H -5.796 -1.413 0.294 -0.1851 -0.3708 -0.4010
H -2.850 -0.638 0.385 0.1867 -0.3081 -0.3718
O 1.881 2.013 4.258 0.2314 -1.7232 -0.7229
N 0.745 -3.895 0.531 -0.3329 0.4313 0.7687
H -2.107 1.010 -3.709 -0.3124 -0.2473 -0.1642
H -3.583 -1.874 -2.623 0.0905 0.0907 -0.3825
C -1.093 -4.632 -0.915 -0.2780 -1.1336 0.1595
H 3.261 -2.396 -1.605 0.1172 -0.1804 -0.1146
H -4.166 2.008 1.809 0.2251 0.1497 0.3142
H 4.113 2.216 -0.090 -0.2932 -0.4374 -0.0455
C -4.109 0.964 1.502 -2.0822 0.0079 1.3157
H -6.140 2.048 2.503 -0.4777 0.6281 -0.4794
H -1.463 1.815 1.060 -0.7302 -0.3634 -0.5827
H -1.296 -5.607 -0.472 0.2998 -0.2245 0.4269
C 4.411 -1.029 -3.472 0.5406 0.0445 0.3888
N 2.630 -1.715 -2.001 -1.7588 0.0783 -0.4955
N -2.504 -0.883 1.302 -0.6209 -0.7509 0.5074
H 2.177 0.526 -3.594 -0.2366 0.4236 -0.5713
H 0.898 -0.424 4.009 -0.2440 0.4778 0.0791
O 3.776 1.724 -2.952 0.6814 0.7375 -0.3124
H -1.085 -0.431 -3.971 -0.8402 -0.6529 -0.0536
C 1.140 3.820 -0.035 -1.0090 -0.2904 0.0541
O -0.525 5.916 -0.198 -0.4306 -0.3954 -0.8406
H -3.187 -1.577 1.570 -0.3346 -0.4700 0.0350
H -7.278 0.711 2.319 0.0463 -0.0791 0.0061
H 1.071 -5.542 -2.430 -0.0740 0.0631 -0.0186
H 3.242 -1.818 3.240 0.2249 0.0133 -0.1298
C -5.535 -1.083 -0.712 0.1067 2.0759 -0.0796
C 2.777 0.760 -2.714 -0.3553 -0.2911 -0.3183
H 3.365 6.356 -0.419 -0.2274 0.1402 -0.0001
C -3.569 -0.894 -2.147 -0.6188 1.0994 1.7557
C 3.863 4.277 -0.254 -0.9127 -0.6855 0.5133
C 1.308 -5.336 -1.386 -0.3984 0.3933 -0.3353
C 0.391 -4.218 -0.796 -0.9059 -0.9561 -2.9841
C -1.690 1.282 1.983 0.1906 1.1862 0.9877
H -4.228 1.006 0.419 0.8200 -0.2695 -0.2348
C -2.878 0.312 2.096 2.3251 0.6620 -1.2173
H -1.911 2.081 2.691 0.1565 0.2265 0.0976
H 5.068 -1.802 -3.072 -0.2978 -0.4707 0.1320
H 1.598 1.730 0.018 -0.1052 -0.0983 0.5385
H -0.705 0.913 2.267 -0.2601 -0.6825 0.2413
Pd -0.824 -2.251 0.824 0.9517 1.9574 -0.2512
H -6.090 -1.471 -1.566 0.3355 -0.8769 0.1546
H -2.068 0.409 -1.168 -0.5481 0.1168 -0.0119
H -0.392 -1.080 -1.683 0.8281 -0.4928 0.3176
H -2.956 0.054 3.153 -0.4719 -0.0163 -0.1545
```
Forces are in eV/Å.

Properties
- total charge = +1
- orbital gap (alpha / beta) (eV) = 9.138 / 6.453
- highest occupied orbital energy (alpha / beta) (eV) = -11.356 / -11.350
- <S²> = 2.004
- multiplicity = 3
- relative energy (zero: lowest compared OMol25 entry of this formula, charge and spin) (kcal per mole) = 0.0

Löwdin population analysis, charges in e, atoms 1 to 4: 0.082, 0.130, -0.031, 0.138


Record 4
Formula: C49H54N7O2P2SZr
Source: the OMol25 dataset
Level of theory: ωB97M-V/def2-TZVPD

Geometry as XYZ:
```
116
Properties=species:S:1:pos:R:3:forces:R:3
C -1.704 0.949 -2.661 -0.1599 -0.0209 0.0554
C 1.357 -3.415 -2.821 -0.0090 0.1591 -0.0666
C 3.920 2.872 -2.532 -0.0527 -0.1158 0.1067
H -6.703 3.160 0.002 0.0041 0.0181 -0.0142
C 2.314 3.175 3.604 -0.0408 0.0213 0.0131
C 1.889 1.167 2.819 -0.1424 0.1400 0.4988
H 1.917 3.807 4.391 -0.0157 -0.0391 0.0136
H -3.399 -2.031 -0.750 -0.1030 0.0364 0.0691
N -0.048 -0.227 2.451 0.1805 0.2242 0.0654
H 3.040 3.421 -2.865 -0.0525 -0.0462 0.0241
H -3.785 -4.528 -3.922 0.0012 0.0021 -0.0010
H 2.859 1.266 4.825 0.0129 -0.0043 -0.0024
H -0.198 -4.118 2.635 -0.0199 -0.0400 0.0048
H -1.309 -1.103 6.805 0.0073 -0.0133 -0.0091
H -0.500 -3.517 0.277 0.0084 0.0562 -0.0044
H -3.710 1.055 -1.954 -0.0836 -0.0355 0.0896
C 3.692 -3.506 -2.236 -0.0523 -0.0871 -0.0780
C 3.544 -2.344 -1.493 0.0836 0.2123 0.1881
C 4.239 2.174 3.296 0.0600 0.0862 -0.0178
H 0.519 -3.868 -3.329 -0.0820 0.0149 -0.0307
C -5.219 4.294 1.067 0.0065 -0.0192 0.0005
C -3.489 2.186 0.466 0.5283 0.0794 0.1994
H -5.212 1.305 -0.501 -0.0055 -0.0062 -0.0212
C 0.798 0.311 3.378 0.0930 -0.0389 0.2130
H 1.149 -4.069 -0.099 -0.0178 0.0526 -0.0439
C 0.261 2.574 0.300 0.0133 -0.1869 0.1850
C 1.200 -2.227 -2.104 -0.2772 -0.0262 0.2428
C 1.308 2.619 2.579 0.1755 0.1498 -0.2524
C -3.887 -1.767 0.180 0.0371 0.1204 -0.0735
C 3.682 3.605 3.024 0.0474 -0.1647 -0.0733
H 2.683 -0.333 -3.815 0.0005 0.0084 0.0376
H -2.033 0.740 -3.680 0.0576 0.0164 -0.0213
H -1.581 2.032 -2.581 0.0554 -0.0004 -0.0798
H -5.634 -0.910 3.505 0.0225 -0.0040 0.0146
C -5.675 3.204 0.334 0.0049 0.0165 -0.0098
C 1.964 -3.916 2.514 -0.0875 0.0105 -0.0910
C 0.613 -4.395 1.965 0.0647 0.1238 -0.0706
H 4.653 -3.999 -2.291 0.0120 0.0186 -0.0043
H 3.077 -2.548 1.229 -0.0199 0.0966 -0.0168
H 4.370 3.344 -1.663 -0.0076 -0.0534 0.0364
H -4.033 0.669 2.531 -0.0362 0.0357 -0.0094
P -0.481 -1.492 -1.814 0.8395 0.2326 -1.0282
C -5.137 -1.158 2.577 -0.0215 -0.0098 0.0081
C -1.533 -2.636 -5.594 -0.0309 -0.0368 -0.0243
C 2.589 3.432 0.674 -0.1260 0.2687 0.0132
H 2.688 -4.977 -3.428 0.0049 0.0266 -0.0452
C 2.592 -4.047 -2.884 0.0517 -0.0130 0.0308
H 2.672 3.767 -0.350 -0.0129 -0.1358 -0.0717
H 0.312 3.002 -0.704 -0.0553 -0.1942 -0.0764
C 2.305 -1.731 -1.410 -0.3198 -0.2558 -0.1480
S 3.484 1.166 -2.145 -0.1808 0.1188 -0.5651
H 1.955 -3.836 3.598 0.0416 -0.0215 0.0039
Zr 0.520 0.299 0.321 -0.1901 -0.0685 -0.1795
C 2.921 0.729 -3.804 0.0899 -0.0963 0.1927
C -0.934 -1.123 3.023 0.0115 -0.1808 -0.3497
C -1.397 -2.231 -3.223 -0.2386 -0.1386 0.4219
N -0.549 -0.562 6.424 -0.0425 0.0317 0.0934
H 0.277 2.706 2.929 -0.0050 -0.0463 -0.0072
C -2.553 -3.558 -5.381 0.0403 0.0470 -0.0007
P -2.455 0.699 0.091 -1.0130 -0.2323 -0.4577
H -1.585 -1.860 1.241 -0.0166 -0.0631 -0.1249
H 0.060 -0.053 7.044 0.0130 0.0151 -0.0024
H 2.232 -1.740 2.567 -0.0020 0.0163 -0.0149
N -1.134 -1.242 4.317 -0.1126 -0.0015 0.3503
N 4.778 5.740 4.000 -0.0241 -0.0644 -0.0284
H -2.313 -2.526 2.661 -0.0812 0.0580 -0.0554
H 0.209 0.873 -1.697 0.0857 0.5131 -0.6870
C -2.812 0.488 -1.724 0.3418 0.0307 0.0386
C 3.583 0.849 1.209 0.2281 -0.1049 -0.0294
H -3.037 -0.560 -1.924 -0.0430 0.0623 0.0587
H 3.972 0.320 0.343 -0.1319 0.0389 -0.0648
C 2.875 1.750 3.857 0.0003 -0.1101 0.0449
H -2.988 -4.085 -6.219 -0.0270 0.0144 0.0030
H 2.187 -0.859 -0.764 0.4894 -0.3212 -0.2502
O 1.026 -2.300 0.989 0.0634 -0.1258 0.1975
H -5.015 -3.587 0.226 -0.0155 -0.0023 0.0075
C -3.053 3.263 1.229 0.0177 -0.0510 0.0520
C -3.912 4.316 1.520 -0.0011 0.0594 0.0526
C -0.958 -1.976 -4.524 0.0614 0.1130 0.0616
O 2.218 1.212 -1.280 -0.2653 0.1629 0.2048
C -2.418 -3.152 -3.016 0.0340 -0.0151 0.1000
C -4.235 -0.265 2.021 0.0269 0.0547 -0.0575
C 3.829 3.391 1.496 -0.2408 0.2265 -0.1402
C 4.289 4.795 3.568 0.0282 0.2001 0.0566
C -4.820 2.159 0.037 0.0430 -0.0207 -0.0425
C 4.417 1.913 1.787 0.0669 -0.2305 0.2206
N 0.707 0.199 4.660 0.1483 0.1580 0.1393
H 2.760 -4.601 2.230 0.0197 0.0041 0.0306
H 0.580 -5.469 1.798 0.0036 -0.0082 0.0085
C -0.348 -0.532 5.125 -0.0463 -0.1208 -0.4239
H -1.171 -2.445 -6.596 -0.0271 0.0127 -0.0049
H 4.608 4.020 1.073 0.0833 -0.0775 0.0531
N 2.401 0.538 1.601 -0.2368 0.1583 0.1419
C -0.344 0.279 -2.440 -0.5862 -0.6182 0.3456
H 4.661 2.834 -3.331 0.0192 -0.0630 0.0208
H -2.755 -3.383 -2.012 0.0392 -0.0658 -0.0507
H -0.139 -1.294 -4.714 0.0127 0.0241 0.0074
H -6.154 -3.036 2.351 0.0039 -0.0024 0.0058
C -2.997 -3.808 -4.094 -0.0739 -0.0682 0.0143
N -1.588 -1.966 2.237 0.0979 0.0486 0.1927
C -5.430 -2.352 1.930 0.0267 -0.0173 0.0362
C 0.512 -3.617 0.668 0.0150 -0.1805 -0.0328
H 5.109 1.992 3.919 -0.0067 0.0051 0.0022
H 4.399 -1.932 -0.968 -0.0209 -0.0035 0.0139
H -3.557 5.150 2.111 0.0024 0.0001 -0.0025
C 2.173 -2.548 1.843 0.0245 -0.0966 0.1835
H 2.050 1.332 -4.051 0.0275 0.0973 0.0277
H 5.453 1.820 1.474 -0.0207 -0.0200 -0.0492
H -5.888 5.112 1.295 0.0013 0.0019 0.0019
H -2.051 3.295 1.635 -0.1504 0.0365 0.0583
H 0.220 0.309 -3.365 0.4254 0.1122 0.1894
C -3.618 -0.550 0.802 0.1931 0.0057 0.0510
H -0.673 2.878 0.766 0.1491 -0.0758 -0.1757
C -4.794 -2.658 0.736 0.0288 -0.0837 -0.0188
C 1.416 2.982 1.129 0.1919 0.3122 0.3460
H 3.726 0.930 -4.511 0.0626 -0.0236 0.0606
```
Forces are in eV/Å.

Properties
- total charge = +3
- orbital gap (eV) = 6.818
- highest occupied orbital energy (eV) = -15.725

Löwdin population analysis, charges in e, atoms 1 to 4: -0.251, -0.064, -0.205, 0.123


Record 5
Formula: C3H12NO2
Source: the OMol25 dataset
Level of theory: ωB97M-V/def2-TZVPD

Geometry as XYZ:
```
18
Properties=species:S:1:pos:R:3:forces:R:3
H -1.233 -0.243 1.094 -0.4354 -0.1950 -0.2666
H -0.093 2.373 2.796 -0.3955 -0.0677 0.0540
H -0.007 0.431 -2.172 -0.4931 0.3360 0.1853
H -0.174 -2.890 0.115 0.2402 0.0437 -0.2727
H 2.780 1.465 0.371 0.3620 0.1951 -0.0896
O -0.198 1.970 1.925 0.6210 -0.0342 0.0093
O 2.306 2.270 0.595 -0.4552 -0.1782 0.0937
H 0.326 -0.309 0.832 0.1233 -0.2459 -0.2257
C -0.765 -1.063 -0.848 0.7736 0.2563 0.2532
H 0.677 2.151 1.531 -0.0793 0.1218 -0.1034
H -0.557 0.818 0.081 -0.1296 -0.1980 -0.0094
C -0.977 -2.492 -0.507 -1.0726 -0.1602 0.0132
H 2.728 3.008 0.144 0.0958 -0.1053 -0.0267
H -1.887 -2.659 0.070 -0.1637 0.1466 0.1029
N -0.558 -0.180 0.329 0.5311 0.6769 0.5180
H -0.760 -1.064 -2.915 0.3453 -0.2474 -0.1059
H -1.106 -3.071 -1.420 0.3206 -0.0353 0.0836
C -0.504 -0.517 -2.022 -0.1885 -0.3093 -0.2132
```
Forces are in eV/Å.

Properties
- total charge = +1
- orbital gap (eV) = 11.270
- highest occupied orbital energy (eV) = -14.641
- relative energy (zero: lowest compared OMol25 entry of this formula, charge and spin) (kcal per mole) = 21.9

natural (NBO) population analysis, charges in e, atoms 1 to 4: 0.456, 0.498, 0.222, 0.242


Record 6
Formula: C5H5ClO2
Source: the OMol25 dataset
Level of theory: ωB97M-V/def2-TZVPD

Geometry as XYZ:
```
13
Properties=species:S:1:pos:R:3:forces:R:3
H 0.312 0.143 2.364 -0.4275 -0.1950 -0.1593
C -0.748 -1.729 -0.530 0.9007 -0.5912 -0.2190
C -1.143 0.246 0.566 1.1957 -0.0594 0.8578
O 1.051 -0.981 0.816 0.0344 1.1458 0.2838
Cl 0.763 1.587 -1.005 -0.3515 -0.0604 0.6554
H -1.979 0.428 1.191 -0.9315 0.0992 0.2590
H 1.032 -2.793 -0.131 -0.1720 0.0160 0.3025
O -1.394 -0.543 -0.545 -0.7510 1.2010 0.4249
H -0.160 2.207 1.143 -0.2525 0.0941 -0.0953
H -1.280 -2.462 -1.105 0.2492 -0.3404 -0.1584
C 0.441 -1.903 0.046 -0.6255 -0.9772 -0.8990
C -0.090 1.320 0.535 1.0220 -0.9636 -0.9364
C 0.180 0.013 1.292 0.1092 0.6309 -0.3161
```
Forces are in eV/Å.

Properties
- orbital gap (eV) = 9.329
- highest occupied orbital energy (eV) = -8.522
- SMILES = Cl[C@H]1[C@H]2OC=CO[C@@H]12
- relative energy (zero: lowest compared OMol25 entry of this formula, charge and spin) (kcal per mole) = 53.4

natural (NBO) population analysis, charges in e, atoms 1 to 4: 0.207, 0.020, 0.061, -0.468


Which formula does entry 4 have?
C49H54N7O2P2SZr